This record from the Open Molecules 2025 dataset describes a cluster of 2 separate species, CClF2NO in total in a non-equilibrium geometry. The level of theory is wB97M-V/def2-TZVPD.

```
! RIJCOSX wB97M-V def2-TZVPD def2/J DEFGRID3
* xyz 0 1
C 0.360 0.105 -0.416
N -0.991 -0.721 0.863
O -0.981 -0.167 1.875
F 1.017 -0.974 -0.842
F 1.201 0.928 0.186
Cl -0.607 0.829 -1.666
*
```

Its frontier orbital gap is 8.4 eV. The calculation puts the HOMO energy at -9.061 eV. The LUMO energy is -0.66 eV. Its relative energy (zero: lowest compared OMol25 entry of this formula, charge and spin) is 0.8526 eV. The energy is -827.90681 a.u.

Charges in e, computed with Mulliken, in the same order as the atoms:
1. C 0.526
2. N 0.151
3. O -0.167
4. F -0.209
5. F -0.178
6. Cl -0.123